Entry 1:
The following is a DFT calculation (the ωB97M-V functional and the def2-TZVPD basis) of one molecule with the formula C2H3NO2 at a distorted geometry.

Geometry as XYZ:
```
8
C2H3NO2 (the ωB97M-V functional and the def2-TZVPD basis)
C 0.1010 0.7670 0.0001
H 1.9923 -1.5512 -0.2772
C -1.2392 0.0865 0.0304
N 1.2805 0.1912 -0.1311
O 1.0207 -1.1043 0.1679
O -1.3756 -1.1101 -0.1055
H 0.2586 1.7558 0.0290
H -2.0382 0.9652 0.2864
```

The HOMO-LUMO gap is 9.2076 eV. The molar mass is 73.05 g mol⁻¹. As for the SMILES: O=C/C=N\O. For the HOMO energy, the calculation gives -9.55 eV. As for the energy above the lowest of the compared OMol25 structures with the same formula, charge and spin: 99.8 kcal/mol. Its spin multiplicity is 1.



Entry 2:
The following is a DFT calculation (the ωB97M-V functional and the def2-TZVPD basis) of a 2-piece molecular cluster, C2H3NO2 overall at a distorted geometry.

Geometry as XYZ:
```
8
C2H3NO2 (the ωB97M-V functional and the def2-TZVPD basis)
N 1.5439 -0.6706 -0.3932
H -1.8693 -1.2079 -0.8937
O 1.7539 -0.9497 0.9186
H 1.7173 -0.1930 1.4715
C -1.4320 0.8861 -0.1735
C -1.6686 -0.1654 -0.6586
H -1.0542 1.8922 0.2418
O 1.0090 0.4083 -0.5128
```

The HOMO-LUMO gap is 10.4926 eV. The molar mass is 73.05 g mol⁻¹. As for the SMILES: O=NO.C#C. For the HOMO energy, the calculation gives -10.45 eV. As for the energy above the lowest of the compared OMol25 structures with the same formula, charge and spin: 133.7 kcal/mol. Its spin multiplicity is 1.



Entry 3:
The following is a DFT calculation (the ωB97M-V functional and the def2-TZVPD basis) of a 2-piece molecular cluster, C2H3NO2 overall at a distorted geometry.

Geometry as XYZ:
```
8
C2H3NO2 (the ωB97M-V functional and the def2-TZVPD basis)
O -1.1702 0.9094 -0.7138
O -1.3451 0.5411 1.3119
H -0.7395 -0.2066 1.2221
C 1.0334 -1.1375 -0.5037
H 0.3870 -1.9780 -0.8100
N -1.8136 1.1584 0.2103
H 2.1559 0.7417 -0.2860
C 1.4921 -0.0285 -0.4308
```

The HOMO-LUMO gap is 10.7534 eV. The molar mass is 73.05 g mol⁻¹. As for the SMILES: O=NO.C#C. For the HOMO energy, the calculation gives -10.23 eV. As for the energy above the lowest of the compared OMol25 structures with the same formula, charge and spin: 131.2 kcal/mol. Its spin multiplicity is 1.



Entry 4:
The following is a DFT calculation (the ωB97M-V functional and the def2-TZVPD basis) of a 2-piece molecular cluster, C2H3NO2 overall at a distorted geometry.

Geometry as XYZ:
```
8
C2H3NO2 (the ωB97M-V functional and the def2-TZVPD basis)
H -1.8719 1.4919 0.0626
C 2.0436 -1.0831 1.1891
H -0.6073 -0.4462 -0.2689
O -0.4448 1.1151 -1.3607
O -1.1055 -0.0730 -1.0098
C -1.9165 1.2038 -1.0247
N 0.9444 -0.7364 0.9498
H 2.9578 -1.4720 1.4626
```

The HOMO-LUMO gap is 8.8189 eV. The molar mass is 73.05 g mol⁻¹. For the HOMO energy, the calculation gives -8.21 eV. As for the energy above the lowest of the compared OMol25 structures with the same formula, charge and spin: 191.1 kcal/mol. Its spin multiplicity is 1.



Q: Which value of spin multiplicity does entry 4 give?
A: 1